[1]
Density functional theory data (wB97M-V/def2-TZVPD) for a 2-piece molecular cluster, C3H6FNO overall in a non-equilibrium geometry.

Structure (ORCA input):
```
! wB97M-V def2-TZVPD RIJCOSX def2/J DEFGRID3
* xyz 0 1
C 1.087 0.104 0.073
C -0.297 -0.757 0.256
C -1.349 0.358 0.106
H 3.070 -0.328 -0.020
H 2.115 -1.699 0.796
H -0.296 -1.765 -0.469
H -0.140 -1.284 1.304
H -1.084 0.999 -0.706
H -1.375 1.002 0.970
N 2.172 -0.615 -0.414
O 1.191 1.329 0.064
F -2.630 -0.165 -0.233
*
```

As for the gap between HOMO and LUMO: 9.52 eV. The relative energy (zero: lowest compared OMol25 entry of this formula, charge and spin) comes out at 405.7 kJ/mol. For the lowest unoccupied orbital energy, the calculation gives -0.0312 hartree. Its max |F| is 6.96 eV Å⁻¹.

Here are the Mulliken charges for atoms 1 to 2, given in e: atom 1 (C): 0.495, atom 2 (C): -0.366

***

[2]
Density functional theory data (wB97M-V/def2-TZVPD) for a 2-piece molecular cluster, C3H6FNO2 overall in a non-equilibrium geometry.

Structure (ORCA input):
```
! wB97M-V def2-TZVPD RIJCOSX def2/J DEFGRID3
* xyz 0 1
C -0.337 -0.900 -1.003
C 0.354 0.240 -0.935
C 1.673 0.272 -0.241
F -0.090 1.364 -1.579
H 0.120 -1.770 -0.501
H -1.347 -0.798 -1.276
H 1.974 -0.724 -0.008
H 1.463 0.778 0.813
H 2.550 0.842 -0.773
O -1.654 1.351 2.334
N -1.193 0.799 1.415
O -1.967 -0.399 1.292
H -1.544 -1.053 0.463
*
```

As for the gap between HOMO and LUMO: 10.33 eV. As for the SMILES: C=C(C)F.O=NO. The relative energy (zero: lowest compared OMol25 entry of this formula, charge and spin) comes out at 483.3 kJ/mol. For the lowest unoccupied orbital energy, the calculation gives 0.0129 hartree. Its max |F| is 4.86 eV Å⁻¹.

Here are the Mulliken charges for atoms 1 to 2, given in e: atom 1 (C): -1.522, atom 2 (C): 1.023

***

[3]
Density functional theory data (wB97M-V/def2-TZVPD) for C3H6FNO2 in the gas phase in a non-equilibrium geometry.

Structure (ORCA input):
```
! wB97M-V def2-TZVPD RIJCOSX def2/J DEFGRID3
* xyz 0 1
C 1.643 -0.145 0.312
C 0.183 -0.102 -0.279
O 0.185 -0.909 -1.394
O -0.138 1.298 -0.600
N -1.346 1.266 0.236
C -0.992 -0.142 0.720
F -1.944 -1.055 0.356
H 2.356 0.249 -0.456
H 1.880 -1.232 0.591
H 1.674 0.470 1.136
H -0.715 -0.719 -1.842
H -2.130 1.134 -0.483
H -0.658 -0.112 1.703
*
```

As for the gap between HOMO and LUMO: 10.60 eV. As for the SMILES: C[C@]1(O)ON[C@H]1F. The relative energy (zero: lowest compared OMol25 entry of this formula, charge and spin) comes out at 316.5 kJ/mol. For the lowest unoccupied orbital energy, the calculation gives 0.0289 hartree. Its max |F| is 4.30 eV Å⁻¹.

Here are the Mulliken charges for atoms 1 to 2, given in e: atom 1 (C): -1.356, atom 2 (C): 0.820

***

[4]
Density functional theory data (wB97M-V/def2-TZVPD) for C3H6FNS in the gas phase in a non-equilibrium geometry.

Structure (ORCA input):
```
! wB97M-V def2-TZVPD RIJCOSX def2/J DEFGRID3
* xyz 0 1
N 1.302 -0.525 0.245
C 0.459 0.594 -0.018
C -0.588 0.322 -1.071
F -0.579 -0.982 -1.583
C -1.022 0.407 0.411
S -1.424 -1.096 1.384
H 2.232 -0.297 0.606
H 1.419 -1.028 -0.613
H 0.888 1.591 0.015
H -0.918 1.033 -1.826
H -1.603 1.282 0.733
H -0.165 -1.301 1.716
*
```

As for the gap between HOMO and LUMO: 9.52 eV. As for the SMILES: N[C@H]1[C@@H](F)[C@H]1S. The relative energy (zero: lowest compared OMol25 entry of this formula, charge and spin) comes out at 164.6 kJ/mol. For the lowest unoccupied orbital energy, the calculation gives 0.0310 hartree. Its max |F| is 1.63 eV Å⁻¹.

Here are the Mulliken charges for atoms 1 to 2, given in e: atom 1 (N): -0.592, atom 2 (C): 0.006

***

[5]
Density functional theory data (wB97M-V/def2-TZVPD) for a 2-piece molecular cluster, C3H6FNS overall in a non-equilibrium geometry.

Structure (ORCA input):
```
! wB97M-V def2-TZVPD RIJCOSX def2/J DEFGRID3
* xyz 0 1
C 1.214 -0.371 0.586
C -1.130 -0.098 1.042
C -0.156 0.051 -1.213
N 0.008 -0.252 0.206
F 2.296 1.329 -1.145
S 2.402 -0.659 1.524
H -1.387 0.860 0.696
H -1.828 -0.891 0.904
H -0.817 -0.065 2.138
H 0.724 0.533 -1.536
H -0.159 -0.831 -1.802
H -1.169 0.395 -1.400
*
```

As for the gap between HOMO and LUMO: 7.19 eV. The relative energy (zero: lowest compared OMol25 entry of this formula, charge and spin) comes out at 395.5 kJ/mol. For the lowest unoccupied orbital energy, the calculation gives -0.0554 hartree. Its max |F| is 3.19 eV Å⁻¹.

Here are the Mulliken charges for atoms 1 to 2, given in e: atom 1 (C): 0.593, atom 2 (C): -0.811

***

[6]
Density functional theory data (wB97M-V/def2-TZVPD) for an isolated ion of composition C3H6IN2O and charge +1 in a non-equilibrium geometry.

Structure (ORCA input):
```
! wB97M-V def2-TZVPD RIJCOSX def2/J DEFGRID3
* xyz 1 1
N 1.543 -0.416 -0.083
C 0.365 0.402 0.149
I 0.853 2.416 0.648
C -0.800 0.223 -0.936
N -1.610 -0.386 0.082
C -0.699 -0.272 1.162
O -0.830 -0.555 2.292
H 1.945 -0.755 0.797
H 2.342 0.007 -0.603
H 1.316 -1.305 -0.607
H -1.028 1.287 -1.166
H -0.833 -0.213 -1.960
H -2.565 -0.432 0.227
*
```

As for the gap between HOMO and LUMO: 9.88 eV. As for the SMILES: [NH3+][C@@]1(I)CNC1=O. The relative energy (zero: lowest compared OMol25 entry of this formula, charge and spin) comes out at 133.3 kJ/mol. For the lowest unoccupied orbital energy, the calculation gives -0.1570 hartree. Its max |F| is 3.73 eV Å⁻¹.

Here are the Mulliken charges for atoms 1 to 2, given in e: atom 1 (N): -0.310, atom 2 (C): 0.116

***

[7]
Density functional theory data (wB97M-V/def2-TZVPD) for a 2-piece molecular cluster, C3H6INO overall in a non-equilibrium geometry.

Structure (ORCA input):
```
! wB97M-V def2-TZVPD RIJCOSX def2/J DEFGRID3
* xyz 0 1
C 1.340 -0.828 -0.206
C -0.104 1.355 0.196
C 0.058 -0.185 0.136
N -0.971 -0.923 0.097
O -1.422 -2.050 -0.013
I -3.988 0.927 0.164
H 1.318 -1.925 -0.378
H 1.978 -0.888 0.569
H 1.930 -0.412 -0.971
H 0.682 1.682 0.781
H 0.250 1.678 -0.738
H -1.070 1.570 0.363
*
```

As for the gap between HOMO and LUMO (spin up / spin down): 9.05 / 6.06 eV. The relative energy (zero: lowest compared OMol25 entry of this formula, charge and spin) comes out at 360.4 kJ/mol. For the lowest unoccupied orbital energy (spin up / spin down), the calculation gives -0.0075 / -0.1103 hartree. Its max |F| is 5.12 eV Å⁻¹.

Here are the Mulliken charges for atoms 1 to 2, given in e: atom 1 (C): -1.303, atom 2 (C): -1.063

***

[8]
Density functional theory data (wB97M-V/def2-TZVPD) for C3H6INO4 as an isolated structure in a non-equilibrium geometry.

Structure (ORCA input):
```
! wB97M-V def2-TZVPD RIJCOSX def2/J DEFGRID3
* xyz 0 1
C 0.603 0.889 -0.727
C -0.811 -0.880 0.520
C -0.630 0.039 -0.664
N -1.832 0.710 -1.137
O -1.663 1.747 -1.742
O -2.897 0.201 -0.893
O 1.699 0.315 -0.078
O -0.710 -0.125 1.695
I -0.633 -1.836 -2.750
H 0.823 1.193 -1.757
H 0.367 1.815 -0.178
H -1.814 -1.313 0.494
H -0.069 -1.686 0.490
H 2.155 -0.296 -0.666
H 0.218 0.085 1.858
*
```

As for the gap between HOMO and LUMO (spin up / spin down): 7.16 / 7.14 eV. The relative energy (zero: lowest compared OMol25 entry of this formula, charge and spin) comes out at 1.1 kJ/mol. For the lowest unoccupied orbital energy (spin up / spin down), the calculation gives -0.1008 / -0.1014 hartree. Its max |F| is 2.60 eV Å⁻¹.

Here are the Mulliken charges for atoms 1 to 2, given in e: atom 1 (C): -0.540, atom 2 (C): -0.465

***

Among the records above, which one has the highest max |F|? C3H6FNO

***

The lowest max |F| belongs to which entry? number 4